[1]
82
Properties=species:S:1:pos:R:3:forces:R:3 method="wB97M-V/def2-TZVPD" homo_energy_ev="-10.93 / -10.76" total_charge=+1 relative_energy_kcal_mol=14.96 spin_multiplicity=2 e_tot_ha=-4825.99705
Ir 0.07168 -1.44476 0.67839 0.91 0.44 0.85
C 2.02780 -4.55860 -1.22885 -0.19 0.12 -0.12
C 2.17505 -3.36264 -0.31237 0.70 -0.15 0.26
C 3.58016 -2.78852 -0.31815 0.06 0.07 -0.08
O 1.29964 -2.27593 -0.77027 -0.19 -0.40 -0.86
C 1.78996 -3.73636 1.12111 0.17 0.21 0.23
O 2.50096 -4.48563 1.74393 -0.09 -0.24 -0.02
O 0.71069 -3.17035 1.57940 -0.54 -0.13 0.09
H 2.27468 -4.28072 -2.25497 0.03 -0.03 -0.01
H 1.01086 -4.95964 -1.19587 -0.01 -0.01 -0.01
H 2.70382 -5.34423 -0.89993 0.01 0.02 0.03
H 3.88934 -2.56396 -1.33946 0.02 -0.01 -0.02
H 4.26256 -3.51100 0.12284 -0.02 -0.06 -0.03
H 3.62076 -1.87469 0.27552 0.07 -0.15 -0.09
H 0.54515 -2.67350 -1.22843 0.29 -0.23 -0.60
C -0.14705 -0.70323 -3.95596 -0.03 0.08 -0.04
C -0.02465 0.63672 -3.21454 -0.08 0.05 -0.01
C -0.28766 1.77375 -4.20778 0.05 -0.01 -0.02
C 1.42640 0.71109 -2.71574 0.02 -0.02 0.00
P -1.19566 0.63047 -1.74116 -0.03 -0.10 -0.19
N -0.56924 -0.32607 -0.64065 -0.65 0.25 0.23
C -2.88210 -0.05491 -2.23572 0.02 0.01 -0.02
C -3.87619 0.23058 -1.10020 0.01 0.00 0.02
C -2.81597 -1.58635 -2.36463 0.07 0.03 0.02
C -3.43619 0.53510 -3.53877 0.00 0.02 0.02
C -1.35816 2.33983 -0.98713 -0.06 0.06 -0.06
C -2.23122 3.29756 -1.80758 0.02 0.02 0.03
C -1.93347 2.22167 0.43543 0.01 -0.05 -0.01
C 0.04688 2.94556 -0.85125 0.01 -0.03 0.02
H 0.66349 -0.75707 -4.68471 0.00 0.00 0.00
H -1.07968 -0.79600 -4.50648 -0.01 -0.05 0.04
H -0.03715 -1.54937 -3.27910 -0.02 -0.07 0.00
H 0.38745 1.64315 -5.05682 0.00 0.00 -0.01
H -0.07854 2.75361 -3.78253 0.00 0.00 0.00
H -1.30391 1.77206 -4.59750 0.00 0.01 0.01
H 2.08048 0.45717 -3.55211 0.01 0.04 -0.01
H 1.60545 -0.01740 -1.92659 0.03 -0.02 -0.03
H 1.71456 1.69916 -2.36924 -0.01 -0.01 0.04
H -3.50877 -0.13001 -0.13757 0.01 0.01 0.01
H -4.80207 -0.30201 -1.32433 0.01 -0.01 0.01
H -4.12707 1.28450 -1.01710 -0.01 0.01 0.00
H -2.31402 -2.03417 -1.50627 -0.03 -0.02 0.00
H -2.32817 -1.92033 -3.27514 0.02 -0.01 0.00
H -3.83843 -1.96671 -2.38263 0.00 0.01 -0.03
H -3.48286 1.62260 -3.52533 -0.01 0.01 -0.01
H -4.45629 0.16810 -3.67169 0.00 -0.01 0.01
H -2.86850 0.22388 -4.41340 0.00 0.01 0.00
H -3.27633 2.99620 -1.82499 0.00 -0.01 0.00
H -1.88700 3.41671 -2.83300 -0.01 0.01 0.00
H -2.18713 4.28022 -1.33194 -0.01 0.01 0.00
H -3.01306 2.11383 0.44672 -0.01 -0.01 -0.01
H -1.69376 3.13996 0.97550 0.01 0.00 0.00
H -1.50273 1.38277 0.97896 -0.01 0.04 0.00
H 0.47548 3.22818 -1.80966 0.01 0.00 0.00
H 0.73500 2.26990 -0.33839 -0.03 0.02 -0.01
H -0.03575 3.85520 -0.25350 -0.01 0.01 -0.01
C -1.67809 -0.61158 5.55165 -0.03 0.01 -0.01
N -0.87945 0.28983 4.74661 0.10 -0.03 0.06
C -0.23778 1.46928 5.33468 0.00 -0.02 0.00
C 0.63514 1.99475 4.18324 0.00 0.01 -0.01
N 0.13258 1.22290 3.04389 -0.02 0.04 0.04
C -0.61882 0.19886 3.45149 -0.09 0.04 -0.13
S -1.26914 -1.06130 2.46887 -0.32 0.10 0.22
H -1.09256 -0.94066 6.40996 0.00 0.00 0.01
H -1.95934 -1.47924 4.96171 0.01 0.01 0.01
H -2.57830 -0.10805 5.90569 -0.01 0.00 -0.01
H 0.34697 1.17033 6.20404 -0.01 0.03 0.02
H -0.99344 2.18906 5.65416 -0.01 0.00 -0.03
H 1.69581 1.79326 4.34158 -0.02 -0.02 0.00
H 0.49480 3.05938 4.01206 0.04 0.01 0.02
H 0.65563 1.14551 2.18267 -0.05 0.03 0.05
Br 5.45680 1.18946 3.65930 -0.02 -0.01 -0.02
C 3.97464 0.38644 2.80360 0.04 -0.01 0.00
C 3.59113 0.81618 1.54518 -0.02 0.02 -0.03
C 2.48342 0.23847 0.93159 -0.10 0.08 0.11
C 1.74698 -0.75353 1.57826 -0.04 -0.06 0.10
C 2.17212 -1.19837 2.83048 0.01 0.01 -0.05
C 3.28282 -0.63216 3.44092 0.00 0.00 0.00
H 4.15143 1.59009 1.03804 0.01 0.00 0.00
H 2.20354 0.57473 -0.05655 -0.01 -0.01 -0.01
H 1.64952 -2.00773 3.32225 0.00 0.02 0.02
H 3.61407 -0.99127 4.40628 -0.01 0.00 0.00

---

[2]
83
Properties=species:S:1:pos:R:3:forces:R:3 method="wB97M-V/def2-TZVPD" homo_energy_ev=-9.49 total_charge=+1 relative_energy_kcal_mol=0.00 e_tot_ha=-2952.30407
C 7.18378 -0.40181 -1.15063 -0.13 0.37 0.06
C 5.68729 -0.54329 -1.01736 0.42 -0.27 -0.10
O 5.04113 0.68007 -1.43833 -0.73 0.00 0.30
C 4.01465 0.58107 -2.30099 0.41 -0.33 -0.69
O 3.98290 -0.17902 -3.24297 -0.14 0.20 0.77
C 2.89694 1.56403 -2.02776 0.05 0.11 -0.13
C 1.52002 0.88329 -2.18913 0.32 0.03 -0.16
C 0.58722 1.36771 -1.07896 0.29 -0.13 -0.02
C -0.90216 0.97845 -0.84197 -0.30 0.13 0.50
C -1.14657 0.69785 0.67291 0.00 0.06 0.66
C -2.56833 1.13768 1.09418 -0.01 0.18 0.20
C -2.70138 1.75610 2.49051 -0.20 0.22 -0.15
C -0.75612 -0.71676 1.21450 -0.31 -1.32 -0.88
C -1.50484 -1.09921 2.52536 0.33 -0.03 0.33
C -1.14381 -0.52342 3.92666 0.14 -0.03 -0.05
C -0.26442 0.73090 4.10315 -0.36 0.21 0.37
C 0.82966 0.54841 5.14394 0.13 0.53 -0.28
N 1.52053 1.83730 5.35154 0.17 -0.29 0.12
P 1.07426 -0.96068 1.64628 0.61 1.74 0.92
C 2.27175 -1.24437 0.29117 -0.08 -0.38 -0.53
C 1.20894 -2.45127 2.69245 -0.30 -0.48 -0.44
C -1.29292 -1.76536 0.18161 -0.19 0.56 0.21
C -0.69800 -3.21040 0.36593 -0.11 0.32 -0.28
O 0.31794 -3.41764 -0.31877 0.35 -0.15 -0.27
O -1.31284 -3.93116 1.14396 -0.32 -0.44 0.52
C -0.94435 -1.39366 -1.23702 0.45 -0.62 0.31
N -1.56251 -0.09365 -1.74443 0.31 0.38 -0.72
C -3.03995 -0.09301 -1.74190 -0.01 -0.19 0.70
Cl -3.80716 1.47162 -2.00395 -0.17 -0.41 -0.45
C -3.92844 -1.09784 -1.71631 0.09 -0.13 -0.14
C -5.41060 -0.85666 -1.74249 -0.08 -0.06 0.07
Cl -3.53840 -2.75727 -1.73924 -0.02 -0.05 -0.03
C -1.14357 0.00814 -3.24776 0.10 -0.26 0.00
F -1.98897 -0.84429 -3.88130 -0.24 -0.22 -0.19
C -1.19928 1.38126 -3.90414 -0.41 0.27 -0.37
C -2.22191 1.49160 -5.04339 0.06 0.39 0.13
H 7.68772 -1.26986 -0.73217 0.01 -0.10 -0.09
H 7.46755 -0.25458 -2.19003 0.06 -0.15 -0.05
H 7.50791 0.47463 -0.58963 0.08 0.01 0.02
H 5.30478 -1.38238 -1.59480 -0.04 0.07 -0.13
H 5.41515 -0.68820 0.02812 -0.09 0.07 0.02
H 2.99361 2.34466 -2.78485 0.04 0.14 0.10
H 3.01585 2.02928 -1.05110 0.08 -0.07 0.06
H 1.17957 1.13012 -3.18430 -0.14 0.00 -0.06
H 1.68562 -0.18864 -2.17688 -0.15 -0.16 0.13
H 1.10405 1.14505 -0.14601 -0.03 -0.16 0.08
H 0.61005 2.46059 -1.12403 -0.18 0.05 -0.02
H -1.48072 1.88122 -1.01826 -0.02 -0.02 -0.35
H -0.48954 1.41060 1.18435 0.12 0.10 -0.23
H -3.29368 0.33252 0.97643 -0.08 0.06 -0.18
H -2.88471 1.95250 0.43209 0.00 -0.13 -0.27
H -3.46650 2.53475 2.47471 -0.13 -0.06 0.00
H -3.00291 1.04193 3.24817 0.15 0.00 0.03
H -1.77850 2.24385 2.79338 0.00 -0.07 0.04
H -1.36578 -2.17662 2.58346 -0.14 -0.05 0.02
H -2.57846 -1.00272 2.35485 0.01 0.15 -0.08
H -0.69014 -1.33335 4.49912 0.10 -0.03 -0.04
H -2.08042 -0.33310 4.45185 -0.05 -0.10 0.00
H 0.18040 1.08958 3.17836 0.09 -0.13 -0.06
H -0.87674 1.54768 4.49031 0.02 0.03 -0.04
H 1.53504 -0.22016 4.81943 -0.11 -0.25 0.13
H 0.35858 0.26416 6.08454 0.10 -0.21 0.04
H 2.32587 1.87561 4.73663 -0.08 0.12 -0.14
H 1.92074 1.85545 6.28227 -0.07 0.07 0.05
H 3.06729 -1.82637 0.75713 0.00 -0.01 0.07
H 1.96270 -1.81494 -0.58140 -0.10 -0.15 0.05
H 2.72663 -0.30345 -0.00511 0.00 0.17 0.01
H 2.19436 -2.86381 2.48446 0.05 -0.01 0.10
H 1.15013 -2.18194 3.74146 0.03 0.06 0.05
H 0.48097 -3.23240 2.47640 0.06 -0.07 0.00
H -2.36477 -1.85529 0.36281 -0.07 0.02 -0.23
H 0.12939 -1.24970 -1.27499 0.08 0.35 -0.03
H -1.11414 -2.18842 -1.94912 -0.36 0.06 -0.08
H -5.92868 -1.78628 -1.53719 0.00 -0.06 0.01
H -5.71018 -0.12527 -0.99416 0.00 0.07 -0.03
H -5.71972 -0.50901 -2.72854 -0.02 0.06 -0.02
H -0.17459 -0.46682 -3.31203 0.25 0.19 0.23
H -0.23118 1.60979 -4.33824 0.13 -0.06 0.12
H -1.40408 2.17396 -3.18765 0.16 -0.06 0.22
H -3.21436 1.15265 -4.76408 -0.01 -0.18 -0.06
H -1.87820 0.97707 -5.93504 -0.11 -0.22 0.02
H -2.30798 2.54663 -5.30597 0.02 0.02 -0.08
Na -3.02851 3.64429 -1.17013 0.17 0.69 0.38